{"formula": "C29H51FN6RuSSi5", "method": "ωB97M-V/def2-TZVPD", "total_charge": 2, "largest_force_ev_per_a": 1.13, "lumo_energy_ev": [-5.07, -8.13], "s2": 6.04, "multiplicity": 5, "energy_ha": -3504.17077, "species": ["Ru", "C", "Si", "C", "C", "N", "C", "C", "C", "C", "C", "C", "F", "H", "H", "H", "H", "H", "H", "H", "H", "H", "H", "H", "H", "H", "C", "Si", "C", "C", "Si", "Si", "C", "C", "C", "Si", "C", "C", "C", "H", "H", "H", "H", "H", "H", "H", "H", "H", "H", "H", "H", "H", "H", "H", "H", "H", "H", "H", "H", "H", "H", "H", "H", "H", "H", "H", "N", "C", "N", "S", "H", "H", "H", "H", "N", "C", "C", "C", "C", "C", "C", "C", "N", "C", "C", "N", "C", "H", "H", "H", "H", "H", "H", "H"], "positions_angstrom": [[0.80, -1.05, -0.38], [3.29, -0.36, -2.41], [3.70, -1.70, -1.17], [5.54, -1.90, -0.97], [3.00, -3.24, -1.96], [2.70, -1.24, 0.25], [3.00, -1.39, 1.57], [4.32, -1.48, 2.07], [4.58, -1.65, 3.42], [3.54, -1.72, 4.34], [2.23, -1.63, 3.90], [1.99, -1.46, 2.56], [0.69, -1.35, 2.16], [3.85, -0.54, -3.34], [3.51, 0.65, -2.08], [2.23, -0.42, -2.66], [5.94, -2.18, -1.95], [5.81, -2.69, -0.27], [6.05, -0.98, -0.67], [3.66, -3.54, -2.78], [2.01, -3.05, -2.38], [2.92, -4.09, -1.28], [5.14, -1.40, 1.38], [5.61, -1.73, 3.75], [3.75, -1.83, 5.39], [1.39, -1.68, 4.58], [1.47, 1.83, -4.00], [0.28, 2.30, -2.65], [0.43, 4.13, -2.30], [-1.44, 1.82, -3.20], [0.57, 1.30, -0.37], [2.51, 2.58, 0.98], [2.33, 4.40, 0.71], [2.10, 1.99, 2.70], [4.11, 1.91, 0.31], [-1.24, 2.35, 0.88], [-1.13, 4.15, 1.38], [-1.42, 1.31, 2.45], [-2.82, 2.21, -0.13], [1.25, 2.46, -4.86], [1.36, 0.79, -4.31], [2.52, 1.99, -3.73], [0.04, 4.69, -3.16], [1.47, 4.43, -2.18], [-0.12, 4.46, -1.42], [-1.50, 1.94, -4.29], [-2.21, 2.45, -2.76], [-1.68, 0.78, -2.98], [1.36, 4.79, 1.02], [2.50, 4.68, -0.33], [3.10, 4.91, 1.30], [1.55, 2.75, 3.25], [3.03, 1.78, 3.25], [1.51, 1.08, 2.69], [4.34, 2.30, -0.68], [4.09, 0.83, 0.26], [4.92, 2.21, 0.98], [-0.48, 4.32, 2.24], [-2.14, 4.47, 1.66], [-0.81, 4.81, 0.57], [-0.91, 1.79, 3.30], [-1.00, 0.31, 2.35], [-2.47, 1.22, 2.73], [-3.00, 3.14, -0.69], [-3.67, 2.08, 0.54], [-2.83, 1.40, -0.85], [-1.23, -3.70, 1.94], [-0.97, -4.14, 0.71], [-1.80, -5.03, 0.17], [0.37, -3.61, -0.18], [-1.93, -4.13, 2.53], [-0.59, -3.05, 2.37], [-2.48, -5.54, 0.71], [-1.56, -5.40, -0.74], [-9.75, -0.94, 1.36], [-8.67, -1.06, 0.98], [-7.32, -1.18, 0.49], [-6.26, -1.24, 1.39], [-4.96, -1.33, 0.92], [-4.73, -1.37, -0.45], [-5.78, -1.30, -1.35], [-7.08, -1.22, -0.88], [-3.38, -1.44, -0.93], [-2.97, -1.93, -2.15], [-1.63, -1.75, -2.21], [-1.21, -1.14, -1.04], [-2.29, -0.99, -0.29], [-6.46, -1.21, 2.45], [-4.14, -1.40, 1.62], [-5.60, -1.30, -2.41], [-7.91, -1.18, -1.57], [-3.65, -2.37, -2.86], [-0.94, -2.01, -2.99], [-2.31, -0.53, 0.68]]}